Below is 10 unconnected molecules or ions with the total composition C4H28O10 in a non-equilibrium geometry, with properties calculated with ωB97M-V with the def2-TZVPD basis set.

ORCA input file:
```
! RIJCOSX wB97M-V def2-TZVPD def2/J DEFGRID3
* xyz 1 2
C 16.41074 8.81612 18.37756
O 16.21271 7.50018 18.80361
H 17.48624 8.93496 18.50895
H 16.00727 8.98853 17.37977
H 15.93364 9.45710 19.11892
H 15.50521 7.11892 18.27856
C 19.57655 8.80098 14.32417
O 19.01641 8.17058 13.21137
H 19.45734 8.25879 15.26221
H 20.66021 8.91742 14.33969
H 19.23871 9.80647 14.57506
H 19.45594 7.31786 13.17571
C 19.97641 5.70088 17.13167
C 19.75235 7.04520 17.79242
O 20.90501 7.85842 17.65302
H 19.22591 4.92162 17.26430
H 20.92273 5.24636 17.42494
H 19.93582 5.79791 16.04676
H 19.35871 6.90366 18.79896
H 18.94693 7.50873 17.22273
H 21.49767 7.73037 18.39731
O 22.58413 3.40232 18.93739
H 23.52415 3.29668 19.08376
H 22.21274 2.54187 19.13212
O 18.18914 1.97755 15.87693
H 19.06997 2.23129 16.15260
H 17.79242 1.59770 16.66087
O 20.67764 2.24490 17.03066
H 20.72103 2.48691 17.95575
H 21.49028 2.58415 16.65548
O 22.74098 6.50220 19.85784
H 22.65091 5.78221 19.23355
H 23.53915 6.29865 20.34540
O 20.83000 10.97764 17.82405
H 21.70527 11.18894 18.14884
H 20.85943 10.03696 17.64944
O 22.86810 9.13938 20.95909
H 22.40399 8.42469 20.52313
H 22.25233 9.87200 20.94051
O 17.02161 6.59808 15.27984
H 16.38447 6.28403 14.63823
H 16.52651 6.66612 16.09622
*
```

LUMO energy (alpha / beta) = -3.47 / -10.24 eV
Kohn-Sham gap (alpha / beta) = 9.524 / 2.745 eV
Energy relative to the best compared isomer or geometry (same formula, charge and spin) = 59.7 kcal per mole
E_HOMO (alpha / beta) = -12.99 / -12.99 eV

=====

Below is a single C4H10ClOPS molecule in a non-equilibrium geometry, with properties calculated with ωB97M-V with the def2-TZVPD basis set.

ORCA input file:
```
! RIJCOSX wB97M-V def2-TZVPD def2/J DEFGRID3
* xyz 0 1
C 3.32889 -1.10263 0.14967
C 1.83989 -1.22398 0.42687
S 0.95092 -0.19638 -0.78889
P -1.16334 -0.36199 0.14359
O -1.11478 -0.23815 1.59706
Cl -1.77675 -2.18756 -0.38895
C -2.28589 0.79555 -0.74477
C -2.17993 2.16565 -0.10668
H 3.55429 -1.44922 -0.85732
H 3.64943 -0.06680 0.23281
H 3.88930 -1.70545 0.86059
H 1.57911 -0.85835 1.41994
H 1.50451 -2.25455 0.30783
H -2.02941 0.80037 -1.80242
H -3.28536 0.37031 -0.61848
H -2.30742 2.07987 0.97053
H -1.20467 2.60514 -0.30338
H -2.94881 2.82817 -0.49798
*
```

LUMO energy = 0.52 eV
Kohn-Sham gap = 9.735 eV
SMILES = CCS[P@](=O)(Cl)CC
Energy relative to the best compared isomer or geometry (same formula, charge and spin) = 0.0 kcal per mole
E_HOMO = -9.21 eV

=====

Below is a molecular structure, C4H8FeO2 in a non-equilibrium geometry, with properties calculated with ωB97M-V with the def2-TZVPD basis set.

ORCA input file:
```
! RIJCOSX wB97M-V def2-TZVPD def2/J DEFGRID3
* xyz 3 6
C -1.76013 -0.36132 1.00199
C -0.39116 -0.72057 0.57347
C 0.70265 0.07981 0.73475
C 1.85672 -0.16960 -0.05069
O 2.90609 0.50613 0.04701
Fe 4.55506 0.61921 -0.53951
H -2.49236 -0.70708 0.25779
H -1.83508 0.64860 1.41789
H -0.31267 -1.55118 -0.13616
H -1.83257 -1.12002 1.84491
H 0.69876 0.93999 1.40705
H 1.81804 -0.98684 -0.79053
H -0.66429 1.19713 -1.53685
O -1.26457 0.55209 -1.93084
H -1.98448 1.07365 -2.30029
*
```

LUMO energy (alpha / beta) = -14.42 / -18.19 eV
Kohn-Sham gap (alpha / beta) = 9.345 / 4.229 eV
Energy relative to the best compared isomer or geometry (same formula, charge and spin) = 3.1 kcal per mole
E_HOMO (alpha / beta) = -23.77 / -22.42 eV

=====

no.,electronic energy (Eh)
1,-921.14117
2,-1433.44997
3,-1569.94185